Record 1
Computed, not measured: a molecular structure, C5H8N2O2 at a distorted geometry, with ωB97M-V/def2-TZVPD.

```
17
Properties=species:S:1:pos:R:3:forces:R:3:nbo_charge:R:1
C 1.558578 -0.005624 0.862983 2.36 0.52 -1.49 -0.752
C 0.898933 0.245394 -0.590366 0.95 -0.11 0.56 0.013
C 0.272531 1.583036 -0.962080 -0.94 -1.01 5.08 -0.104
C -0.561849 -0.823784 0.615680 -2.94 0.86 0.09 0.698
C -0.226105 -0.621859 -0.764814 -0.85 -4.71 0.81 -0.249
H 2.049176 -1.251157 0.539787 -0.94 4.12 1.77 0.264
H 2.493980 1.098453 0.912816 -2.65 -3.84 0.26 0.226
H 0.250451 -0.144072 2.004900 4.32 0.96 -1.72 0.366
H -0.086418 1.701698 -1.909242 0.23 0.95 -2.85 0.218
H 0.685423 2.350941 -0.286030 0.15 0.21 -1.31 0.235
H -2.250748 0.532931 0.987484 4.48 -0.46 0.55 0.415
H -1.169477 -0.335414 -1.218405 0.58 -0.03 -1.01 0.258
H 0.561198 -0.939196 -2.360801 1.60 -0.35 0.21 0.353
N -1.033159 0.549481 0.942377 -6.77 1.80 -1.51 -0.434
N 0.961760 -1.157575 -1.413678 -1.79 2.54 -0.79 -0.507
O -1.179739 1.441078 -0.345397 2.31 -0.39 1.66 -0.463
O -0.531051 -1.568640 1.552921 -0.11 -1.05 -0.32 -0.534
```
Positions in Å, forces in eV/Å.

LUMO energy ... 0.454 eV
ΔE to the lowest compared entry with this formula, charge and spin ... 326.6 kcal/mol
Highest occupied orbital energy ... -9.09 eV
M ... 128.1 g/mol

***

Record 2
Computed, not measured: a molecular structure, C8H22CsN2O2 at a distorted geometry, with ωB97M-V/def2-TZVPD.

```
35
Properties=species:S:1:pos:R:3:forces:R:3:nbo_charge:R:1
Cs -0.880677 0.968653 1.459717 -0.32 0.04 -0.11 0.989
C 2.864495 0.397619 1.879702 2.23 1.03 1.04 -0.628
C 3.013735 -1.099023 2.045688 -1.41 0.87 -0.14 -0.075
C 4.409513 -1.696638 1.734808 -0.46 0.12 1.44 -0.065
O 4.872470 -1.389434 0.478739 -1.20 -1.17 -2.75 -0.529
C 4.338912 -2.294494 -0.568029 0.50 1.03 -0.17 -0.278
N 2.516475 -1.407000 3.398722 0.64 -0.69 -0.07 -0.822
H 3.334230 0.837959 1.000189 -0.69 -0.06 -0.42 0.237
H 3.475021 0.817005 2.679374 0.33 0.35 0.20 0.210
H 1.891669 0.764317 2.207197 -0.29 -0.11 -0.72 0.149
H 2.286144 -1.396880 1.290711 0.05 -1.37 0.04 0.167
H 4.351622 -2.763326 1.951405 -0.04 -0.26 -0.19 0.185
H 5.208945 -1.317919 2.371662 -0.37 0.28 0.62 0.195
H 3.304864 -2.631768 -0.496711 -0.04 -0.13 1.13 0.172
H 5.010753 -3.140994 -0.710010 -0.06 0.00 0.21 0.196
H 4.256162 -1.755967 -1.512081 0.72 0.36 0.06 0.194
H 2.931735 -0.745308 4.038896 0.34 -0.07 0.25 0.353
H 1.524710 -1.285141 3.545965 -0.17 -0.21 -0.47 0.343
C -4.175390 -1.015125 -1.855684 1.78 -0.27 -0.99 -0.627
C -3.442410 0.185495 -1.220728 -2.63 0.11 0.45 -0.050
C -3.393093 1.452264 -2.090683 -1.34 -0.73 1.14 -0.097
O -2.934869 2.422588 -1.174220 2.07 0.78 -0.11 -0.583
C -2.252487 3.457216 -1.869273 -0.27 0.55 -0.07 -0.260
N -4.280823 0.384412 0.010293 0.88 0.61 -0.29 -0.840
H -5.192298 -0.724767 -2.119693 0.05 -0.06 0.10 0.219
H -4.158723 -1.936540 -1.273597 -0.25 0.43 0.58 0.236
H -3.666701 -1.350772 -2.759382 -0.10 0.28 -0.41 0.217
H -2.398032 0.129113 -0.913779 0.12 -1.01 -0.09 0.141
H -4.348393 1.920094 -2.328664 -0.51 -1.02 -0.87 0.194
H -2.800513 1.216031 -2.974499 0.41 0.62 -0.03 0.191
H -1.266769 3.143055 -2.212432 0.19 -0.06 0.15 0.170
H -2.196138 4.344965 -1.239321 0.17 -0.18 0.15 0.199
H -2.803473 3.756965 -2.760715 -0.19 -0.02 -0.09 0.188
H -4.171474 1.338790 0.322231 0.28 0.36 0.26 0.350
H -5.229195 0.414552 -0.335795 -0.42 -0.41 0.17 0.360
```
Positions in Å, forces in eV/Å.

LUMO energy ... -3.491 eV
ΔE to the lowest compared entry with this formula, charge and spin ... 50.3 kcal/mol
Highest occupied orbital energy ... -12.03 eV
M ... 311.2 g/mol
Total charge ... +1

***

Record 3
Computed, not measured: a gas-phase ion, C4H8NS2 (charge +1) at a distorted geometry, with ωB97M-V/def2-TZVPD.

```
15
Properties=species:S:1:pos:R:3:forces:R:3:nbo_charge:R:1
C -1.217481 0.474396 -0.265367 -0.25 1.38 -0.01 -0.287
C -2.542506 0.552113 -0.302153 -2.33 -1.72 0.07 -0.316
C -0.370847 -0.669566 -0.736022 0.51 2.49 1.19 -0.231
C 1.580351 0.208404 0.748917 -0.75 1.36 -2.37 -0.189
N 0.666701 -0.907140 0.362507 -0.06 -0.79 1.50 -0.574
S -0.306906 1.942341 0.092656 1.47 -1.51 0.30 0.134
S 2.871536 0.456205 -0.425834 -0.19 -0.30 0.41 0.134
H -3.190109 1.421267 -0.145167 1.01 0.16 0.27 0.242
H -3.256965 -0.313204 -0.453123 1.43 0.58 -0.31 0.221
H -0.859893 -1.572343 -0.634091 -1.41 -1.97 -1.29 0.227
H 0.110050 -0.295414 -1.618847 0.33 -0.82 -0.77 0.260
H 1.572555 0.591474 1.746154 0.09 -0.42 0.53 0.269
H -0.024012 -1.074813 1.112676 0.76 0.38 0.45 0.452
H 1.080086 -1.878677 0.253730 0.26 1.52 -0.18 0.458
H 3.887446 1.064957 0.263960 -0.87 -0.34 0.23 0.200
```
Positions in Å, forces in eV/Å.

LUMO energy (alpha / beta) ... -5.379 / -5.618 eV
ΔE to the lowest compared entry with this formula, charge and spin ... 78.6 kcal/mol
Highest occupied orbital energy (alpha / beta) ... -12.62 / -12.44 eV
M ... 134.2 g/mol
Total charge ... +1